1.
Entry from the OMol25 dataset: a 11-piece molecular cluster, C30H62Cl6N6O12 overall in a non-equilibrium geometry (ωB97M-V with the def2-TZVPD basis set).

Output
- Maximum force: 5.97 eV/A
- Electronic energy: -140760.752 eV
- Multiplicity: 1
- Structure (SMILES): O=C1OCCO1.O=C1OCCO1.CNC(C)=O.CNC(C)=O.CNC(C)=O.CNC(C)=O.CNC(C)=O.CNC(C)=O.ClCCCl.ClCCCl.ClCCCl

```
116
Properties=species:S:1:pos:R:3:mulliken_charge:R:1
O -4.33664 -0.99269 -4.00874 -0.61
C -3.07902 -0.83194 -4.08503 0.62
O -2.43285 0.32532 -3.79607 -0.30
C -1.06825 0.16653 -3.92704 0.59
C -0.95721 -1.26795 -4.44752 0.17
O -2.26502 -1.73645 -4.57090 -0.33
H -0.81645 0.95030 -4.64146 0.23
H -0.57856 0.31954 -2.96533 -0.60
H -0.29053 -1.86128 -3.82175 -0.11
H -0.41515 -1.13391 -5.38363 0.30
O -8.09913 1.84728 -1.66298 -0.65
C -6.83903 1.78470 -1.85424 0.58
O -6.18127 2.53505 -2.70379 -0.38
C -4.79374 2.22011 -2.57421 -0.21
C -4.61233 1.37428 -1.27516 1.31
O -5.98746 1.17758 -0.96674 -0.38
H -4.56254 1.71138 -3.51008 0.12
H -4.21209 3.14109 -2.53457 0.19
H -3.88562 1.83792 -0.60805 -0.80
H -4.26033 0.36050 -1.46608 0.19
C -2.45286 -2.72042 1.22189 -0.83
N -2.83495 -4.11016 1.62629 -0.08
C -2.10474 -4.79485 2.50323 0.81
C -2.74913 -6.18546 2.66403 -1.15
O -1.12252 -4.33572 3.06995 -0.69
H -3.06708 -2.08412 1.85904 0.47
H -2.80343 -2.50385 0.21278 0.37
H -1.37415 -2.57057 1.17676 -0.06
H -3.72597 -4.45822 1.30220 0.24
H -3.02104 -6.23559 3.71838 0.33
H -2.01183 -6.94994 2.41899 0.22
H -3.71216 -6.25919 2.15881 0.39
C -0.62646 4.97837 -0.50796 -0.57
N -1.86700 5.77829 -0.51305 -0.12
C -3.14295 5.36913 -0.48278 0.58
C -4.33883 6.28683 -0.53213 -1.33
O -3.30474 4.18719 -0.52647 -0.37
H -0.49847 4.31775 -1.36546 0.29
H -0.48058 4.43719 0.42689 -0.08
H 0.29641 5.55535 -0.56734 0.30
H -1.65198 6.72092 -0.80513 0.25
H -5.23304 5.72525 -0.26176 0.31
H -4.71801 6.53589 -1.52324 0.37
H -4.30745 7.15581 0.12514 0.36
C 0.27752 3.68212 3.56972 -0.70
N 1.01035 4.73450 3.12419 -0.05
C 1.88669 4.63809 2.14002 0.43
C 2.76872 5.85175 1.86937 -1.09
O 2.11548 3.68466 1.38656 -0.50
H 0.90232 2.94380 4.07232 0.30
H -0.13684 3.07274 2.76656 0.05
H -0.55756 3.91868 4.22911 0.37
H 0.70013 5.68983 3.22999 0.25
H 2.67995 6.13997 0.82192 0.27
H 3.73447 5.44010 2.16258 0.29
H 2.46372 6.66386 2.52932 0.38
C 2.63206 -2.81555 -2.28922 -0.25
N 1.93606 -3.71249 -1.48975 0.02
C 0.59375 -3.80349 -1.30183 0.72
C 0.15373 -4.91923 -0.42540 -0.90
O -0.20214 -3.02116 -1.88054 -0.48
H 1.98445 -2.23127 -2.94292 -0.14
H 3.38183 -3.31289 -2.90452 0.60
H 3.15019 -2.07437 -1.68070 -0.32
H 2.40723 -4.48548 -1.04189 0.22
H 0.94181 -5.67076 -0.47255 0.57
H -0.70624 -5.43549 -0.85206 0.32
H 0.01081 -4.64773 0.62053 -0.38
C 2.99441 -3.42489 2.50016 -0.66
N 2.15507 -4.58167 2.76678 0.12
C 2.40639 -5.51745 3.70845 0.60
C 1.46693 -6.74417 3.66353 -0.90
O 3.19749 -5.44108 4.65123 -0.65
H 3.98628 -3.57155 2.92771 0.39
H 2.52718 -2.59453 3.02959 0.32
H 2.84457 -3.15964 1.45360 -0.01
H 1.17982 -4.61286 2.50596 0.03
H 0.43404 -6.45093 3.85133 0.13
H 1.56095 -7.21274 4.64318 0.36
H 1.66067 -7.47815 2.88134 0.29
C 5.92754 0.77551 0.02469 -0.67
N 5.93199 -0.67112 -0.26852 -0.03
C 6.61708 -1.21613 -1.33633 0.86
C 6.45760 -2.72515 -1.55164 -0.89
O 7.21615 -0.54063 -2.18834 -0.64
H 6.54667 1.00183 0.89275 0.31
H 4.87000 1.00920 0.14765 0.03
H 6.28757 1.30119 -0.85969 0.32
H 5.29279 -1.21332 0.29500 0.14
H 6.75434 -3.36854 -0.72333 0.38
H 7.16118 -3.05391 -2.31648 0.35
H 5.42176 -3.05654 -1.62457 -0.07
Cl -6.22727 3.59845 2.92516 -0.19
C -4.77294 3.44878 1.99609 0.33
C -4.04121 2.11814 2.36649 -0.01
Cl -5.02481 0.60190 2.10418 -0.15
H -4.14114 4.32286 2.15394 0.23
H -5.06511 3.29731 0.95696 -0.31
H -3.87448 2.12764 3.44362 0.51
H -3.08958 2.11774 1.83498 -0.38
Cl 2.58790 -0.53563 0.67754 -0.30
C 0.91794 -0.47176 0.03866 1.29
C 0.21459 0.66601 0.68393 -0.46
Cl -1.52653 0.77124 0.22609 0.13
H 0.63194 -1.52072 0.11598 -0.76
H 1.16658 -0.22171 -0.99273 -0.39
H 0.61254 1.64689 0.42391 -0.03
H 0.21192 0.57428 1.77006 0.49
Cl 3.48010 1.03568 -4.74514 -0.19
C 3.76857 1.15811 -2.93969 0.03
C 3.13586 2.37067 -2.20632 -0.18
Cl 1.36186 2.38756 -2.73272 -0.15
H 4.85733 1.13841 -2.89169 0.28
H 3.38620 0.24461 -2.48426 -0.28
H 3.68335 3.26240 -2.51154 0.46
H 3.24530 2.31075 -1.12348 0.01
```

2.
Entry from the OMol25 dataset: a 2-piece molecular cluster, C4H5BrO2 overall in a non-equilibrium geometry (ωB97M-V with the def2-TZVPD basis set).

Output
- Maximum force: 4.08 eV/A
- Energy above the lowest of the compared OMol25 structures with the same formula, charge and spin: 2.7119 eV
- Multiplicity: 1
- Structure (SMILES): O=C1O[C@@H]1Br.C=C

```
12
Properties=species:S:1:pos:R:3:mulliken_charge:R:1
O -4.21371 -2.39196 -0.88731 -0.47
C -4.15850 -1.48964 -0.11033 0.54
O -4.75748 -0.80317 0.78730 -0.30
C -3.39226 -0.45283 0.62332 0.01
Br -2.96880 1.28990 -0.08029 -0.13
H -2.88892 -0.86281 1.47714 0.36
C 1.48377 0.28812 -0.43067 -0.54
C 0.18911 0.59380 -0.48968 -0.24
H 1.98830 0.07428 0.62224 0.18
H 2.17436 0.15911 -1.28656 0.25
H -0.05908 0.85198 -1.46885 0.25
H -0.49462 0.53125 0.30842 0.09
```

3.
Entry from the OMol25 dataset: a 7-piece molecular cluster, C8H28FN8O6 overall in a non-equilibrium geometry (ωB97M-V with the def2-TZVPD basis set).

Output
- Maximum force: 1.23 eV/A
- Total charge: -1
- Energy above the lowest of the compared OMol25 structures with the same formula, charge and spin: 0.0000 eV
- Multiplicity: 1

```
51
Properties=species:S:1:pos:R:3:mulliken_charge:R:1
F -4.23590 13.66325 -12.96193 -0.47
C -0.45228 16.30061 -15.02776 -1.14
C -1.12867 14.96760 -14.74559 0.34
O -1.17251 14.67428 -13.34529 -0.60
H 0.08474 16.37096 -15.97545 0.37
H 0.25739 16.48307 -14.21808 0.29
H -1.17690 17.11046 -15.10704 0.21
H -0.63650 14.16911 -15.30396 0.32
H -2.18301 15.02836 -15.03906 -0.07
H -2.03503 14.26522 -13.19783 0.24
C -7.96645 15.74783 -13.95269 -1.42
C -6.48077 15.83644 -13.66195 0.90
O -6.21166 15.38933 -12.32304 -0.74
H -8.18449 16.09014 -14.96220 0.40
H -8.52462 16.30303 -13.19496 0.32
H -8.30695 14.71778 -13.82198 0.35
H -6.11136 16.86043 -13.76776 0.37
H -5.93969 15.19369 -14.35206 -0.52
H -5.41965 14.81670 -12.40342 0.31
C -7.25228 11.68153 -12.39051 0.41
O -8.04087 10.73424 -12.34373 -0.73
N -7.55040 12.87752 -11.79011 -0.18
N -6.05134 11.62292 -13.03903 -0.28
H -7.09248 13.74737 -12.04757 0.17
H -8.45106 12.86630 -11.34798 0.21
H -5.91758 10.85506 -13.66711 0.15
H -5.44458 12.43470 -12.99434 0.18
C -3.48023 12.84246 -16.33017 0.43
O -2.93230 12.68341 -17.41338 -0.72
N -3.14584 12.14541 -15.21022 -0.19
N -4.48827 13.74082 -16.13329 -0.27
H -2.49485 11.39026 -15.29262 0.20
H -3.46429 12.50042 -14.31352 0.07
H -4.82523 14.25979 -16.91948 0.18
H -4.69272 14.00473 -15.18305 0.00
C -3.20859 17.94795 -12.10508 0.51
O -3.11954 18.97325 -11.43758 -0.70
N -3.19865 17.92019 -13.46785 -0.25
N -3.27066 16.71162 -11.52108 -0.18
H -2.97186 17.05571 -13.92310 0.08
H -3.22515 18.76855 -13.99777 0.19
H -3.55115 15.84319 -11.94291 0.07
H -3.20613 16.73534 -10.51922 0.16
C -3.70487 12.31592 -9.68754 0.46
O -3.42232 12.28735 -8.48734 -0.71
N -3.04737 13.13148 -10.56672 -0.31
N -4.67256 11.51702 -10.24283 -0.36
H -3.47895 13.32911 -11.47441 0.22
H -2.37665 13.72598 -10.11582 0.22
H -5.39617 11.13852 -9.66536 0.22
H -4.80140 11.66117 -11.23146 0.29
```

4.
Entry from the OMol25 dataset: a 2-piece molecular cluster, C2H3NO2 overall in a non-equilibrium geometry (ωB97M-V with the def2-TZVPD basis set).

Output
- Maximum force: 9.47 eV/A
- Energy above the lowest of the compared OMol25 structures with the same formula, charge and spin: 2.8946 eV
- Multiplicity: 1
- Structure (SMILES): N=C=O.C=O

```
8
Properties=species:S:1:pos:R:3:mulliken_charge:R:1
N 1.36808 1.69242 0.06121 -0.54
C 0.24712 1.20569 -0.15674 0.67
O -0.85421 0.87194 -0.25883 -0.37
H 1.90152 1.98342 -0.79185 0.28
C -0.68640 -1.38084 0.11652 -0.04
O 0.03299 -2.31937 0.49726 -0.46
H -1.59357 -1.45399 -0.29446 0.31
H -0.41554 -0.59927 0.82690 0.16
```